{
  "formula": "C42H59Cl3NO6PRuSi4Te",
  "method": "ωB97M-V/def2-TZVPD",
  "de_lowest_kj_mol": 241.25,
  "s2": 1.08,
  "e_lumo_ev": [2.069, 1.245],
  "mol_weight_g_mol": 1152.3,
  "spin_multiplicity": 2,
  "orbital_gap_ev": [6.96, 6.21],
  "charge": -1,
  "symbols": ["Ru", "N", "C", "C", "C", "O", "O", "H", "H", "H", "H", "H", "H", "Cl", "C", "C", "C", "C", "C", "C", "P", "C", "C", "C", "C", "C", "C", "C", "C", "C", "C", "C", "C", "H", "H", "H", "H", "H", "H", "H", "H", "H", "H", "H", "H", "H", "H", "C", "Si", "C", "C", "Si", "Te", "Si", "C", "C", "C", "Si", "C", "C", "C", "H", "H", "H", "H", "H", "H", "H", "H", "H", "H", "H", "H", "H", "H", "H", "H", "H", "H", "H", "H", "H", "H", "H", "H", "H", "H", "H", "Cl", "C", "Cl", "C", "O", "O", "H", "C", "C", "C", "C", "C", "C", "C", "C", "C", "C", "O", "O", "H", "H", "H", "H", "H", "H", "H", "H", "H", "H", "H"],
  "positions_angstrom": [[0.70576, 0.24729, -0.45320], [1.34265, 1.67047, 1.53608], [2.17365, 2.87180, 1.51332], [1.59001, 3.94862, 0.60280], [1.80816, 3.59975, -0.87997], [2.46162, 4.36696, -1.58538], [1.25801, 2.51069, -1.27365], [0.53624, 1.79099, 2.13546], [1.87225, 0.86931, 1.86576], [3.16174, 2.59879, 1.13501], [2.30279, 3.27420, 2.52667], [2.07235, 4.90506, 0.80182], [0.51525, 4.04247, 0.78825], [-1.99134, 3.05852, -1.11304], [-1.35871, 3.52295, -2.64876], [-1.59534, 4.79848, -3.12794], [-1.10823, 5.15028, -4.37625], [-0.40370, 4.22996, -5.13188], [-0.14563, 2.96445, -4.63119], [-0.60696, 2.58649, -3.37400], [-0.12486, 0.98294, -2.61818], [1.12501, 0.45391, -3.84484], [0.85406, -0.45157, -4.86713], [1.83513, -0.77051, -5.79619], [3.09124, -0.19051, -5.71329], [3.36682, 0.71096, -4.69406], [2.39332, 1.03139, -3.76236], [-1.55253, -0.09165, -3.03536], [-2.80154, 0.37520, -3.42881], [-3.87983, -0.49601, -3.51734], [-3.72016, -1.84114, -3.22772], [-2.47244, -2.31899, -2.84276], [-1.40275, -1.44999, -2.73188], [-2.14546, 5.50835, -2.52564], [-1.27904, 6.14988, -4.75463], [-0.03605, 4.50284, -6.11244], [0.43889, 2.26577, -5.21253], [-0.12623, -0.90059, -4.95342], [1.61084, -1.47209, -6.59059], [3.85369, -0.43465, -6.44313], [4.34509, 1.16863, -4.61545], [2.59689, 1.73876, -2.96959], [-2.92916, 1.42326, -3.67324], [-4.85300, -0.11467, -3.80372], [-4.56408, -2.51714, -3.28891], [-2.34685, -3.36904, -2.60967], [-0.43796, -1.81888, -2.39794], [-1.23066, -2.78087, 4.35821], [-2.83971, -2.54242, 3.40187], [-2.91145, -3.73590, 1.93683], [-4.26165, -2.91862, 4.60886], [-3.08207, -0.33980, 2.56857], [-1.52312, -0.02435, 0.60955], [-2.54495, 1.25931, 4.22517], [-2.72488, 3.01454, 3.52063], [-3.69409, 1.12136, 5.73706], [-0.76442, 1.09861, 4.86194], [-5.18231, 0.14433, 1.61262], [-5.20316, 1.83183, 0.75038], [-5.56906, -1.15482, 0.28863], [-6.60685, 0.12622, 2.87394], [-1.05568, -3.83367, 4.58947], [-1.23491, -2.22020, 5.29636], [-0.39392, -2.42499, 3.75427], [-2.64987, -4.75737, 2.21944], [-2.19471, -3.40793, 1.17867], [-3.90030, -3.74723, 1.47285], [-4.14643, -3.90854, 5.05482], [-5.23388, -2.88377, 4.11152], [-4.28062, -2.18611, 5.41939], [-3.77442, 3.26318, 3.34625], [-2.21116, 3.08917, 2.55806], [-2.30708, 3.77183, 4.18658], [-4.74006, 1.05630, 5.42709], [-3.59364, 1.98000, 6.40438], [-3.46833, 0.22166, 6.31421], [-0.07559, 0.92077, 4.03182], [-0.66302, 0.24917, 5.54060], [-0.43507, 1.99470, 5.39131], [-4.34679, 1.90995, 0.07608], [-5.13346, 2.65480, 1.46457], [-6.11071, 1.97229, 0.16012], [-4.71789, -1.23889, -0.39064], [-6.44806, -0.88821, -0.30229], [-5.74175, -2.13941, 0.72982], [-6.57054, 1.00086, 3.52722], [-6.56242, -0.76093, 3.50993], [-7.57351, 0.12793, 2.36685], [0.34710, -4.78308, 1.87657], [1.58332, -3.53143, 1.58017], [2.82098, -4.15994, 0.49889], [0.81405, -2.28018, 1.05632], [0.30716, -1.61098, 1.97490], [0.66866, -2.15358, -0.18181], [2.04600, -3.30887, 2.53341], [8.87505, -2.37498, -0.86634], [7.43072, -1.98049, -0.70428], [7.01478, -1.25734, 0.40220], [5.69573, -0.84414, 0.55817], [5.34311, -0.09331, 1.81652], [4.76071, -1.15156, -0.44327], [5.16082, -1.90070, -1.56428], [4.20242, -2.32286, -2.64544], [6.48783, -2.30182, -1.66821], [3.33177, -0.67724, -0.32001], [2.71171, -0.38683, -1.37689], [2.80749, -0.55682, 0.81283], [9.34436, -2.54106, 0.10376], [9.42428, -1.57666, -1.37125], [8.97021, -3.28472, -1.45916], [7.73133, -1.02148, 1.18271], [6.24991, 0.12925, 2.38121], [4.67266, -0.68588, 2.43664], [4.82561, 0.83980, 1.59695], [3.30465, -2.76682, -2.21600], [4.67487, -3.05079, -3.30776], [3.87503, -1.46839, -3.23227], [6.79029, -2.89386, -2.52639]],
  "lowdin_charge": [0.771, -0.050, -0.250, -0.112, -0.661, 0.005, -0.239, 0.027, 0.047, 0.112, 0.105, 0.105, 0.100, 0.699, -0.648, -0.101, -0.082, -0.073, -0.052, -0.331, 1.009, -0.346, -0.080, -0.090, -0.102, -0.082, -0.098, -0.392, -0.087, -0.092, -0.103, -0.079, -0.151, 0.103, 0.102, 0.102, 0.104, 0.098, 0.097, 0.097, 0.108, 0.098, 0.097, 0.099, 0.098, 0.107, 0.094, -0.219, 0.370, -0.234, -0.220, 0.137, 0.836, 0.350, -0.219, -0.224, -0.205, 0.347, -0.215, -0.218, -0.216, 0.024, 0.018, -0.007, 0.015, 0.001, 0.015, 0.025, 0.011, 0.012, 0.012, 0.012, 0.026, 0.008, 0.023, 0.015, 0.005, 0.017, 0.029, -0.023, 0.014, 0.030, 0.004, 0.028, 0.017, 0.016, 0.010, 0.025, 0.623, -0.976, 0.639, -0.840, -0.184, -0.138, 0.064, -0.059, -0.277, -0.023, -0.187, -0.039, -0.044, -0.189, -0.033, -0.019, -0.577, -0.074, -0.072, 0.071, 0.079, 0.071, 0.109, 0.071, 0.082, 0.071, 0.072, 0.076, 0.059, 0.110]
}

{
  "formula": "C42H59ClGe2N2NdO4SSb",
  "method": "ωB97M-V/def2-TZVPD",
  "s2": 3.76,
  "e_lumo_ev": [-1.197, -1.147],
  "mol_weight_g_mol": 1134.7,
  "spin_multiplicity": 4,
  "orbital_gap_ev": [3.48, 3.47],
  "charge": 0,
  "symbols": ["Nd", "O", "N", "C", "C", "C", "C", "C", "S", "H", "H", "H", "H", "N", "C", "H", "C", "C", "C", "C", "Cl", "C", "C", "C", "O", "C", "C", "O", "O", "H", "H", "H", "H", "H", "H", "H", "H", "C", "Ge", "C", "C", "Ge", "C", "C", "C", "C", "C", "C", "C", "C", "C", "C", "C", "C", "H", "H", "H", "H", "H", "H", "H", "H", "H", "H", "H", "H", "H", "H", "H", "H", "H", "H", "H", "C", "C", "C", "C", "Sb", "C", "C", "C", "C", "C", "C", "C", "C", "H", "H", "H", "H", "H", "H", "H", "H", "H", "H", "H", "H", "H", "H", "H", "H", "H", "H", "H", "H", "H", "H", "H", "H", "H", "H", "H"],
  "positions_angstrom": [[-0.58163, 1.50208, 1.36008], [1.31994, 1.69919, 2.48061], [1.74459, 1.26550, 3.69372], [3.09540, 1.33366, 3.94416], [3.60890, 0.77507, 5.12138], [2.68661, 0.10620, 6.01228], [1.30208, 0.22941, 5.77382], [0.83438, 0.72685, 4.54445], [-0.86698, 0.54389, 4.05856], [3.68714, 1.93615, 3.30537], [4.62895, 0.86702, 5.35822], [2.96473, -0.52220, 6.85799], [0.46455, 0.00880, 6.49949], [-2.52906, -0.63885, -0.88534], [-1.85487, -0.05953, -0.12518], [-3.27252, -1.34120, -1.07742], [1.36715, 8.61107, 0.10377], [0.96178, 8.21158, 1.47582], [0.79864, 9.16558, 2.49282], [0.62920, 8.79657, 3.82147], [0.52298, 9.98871, 4.99655], [0.68645, 7.42611, 4.09851], [0.57197, 6.47030, 3.09332], [0.58532, 6.91219, 1.78224], [0.49233, 6.06396, 0.70265], [-0.88737, 5.56394, 0.32527], [-0.87708, 4.06414, 0.61330], [-1.35495, 3.63775, 1.73696], [-0.25702, 3.32537, -0.24276], [2.44898, 8.80438, 0.01159], [0.89283, 9.51723, -0.24208], [1.22735, 7.82157, -0.61382], [0.81344, 10.22990, 2.23070], [0.56894, 7.12112, 5.15334], [0.59389, 5.40224, 3.42711], [-0.98342, 5.79236, -0.76228], [-1.62889, 6.13812, 0.81685], [-6.13559, -3.48835, -0.43930], [-5.05779, -4.71450, 0.70127], [-3.66909, -5.66982, -0.29478], [-6.18385, -5.98713, 1.68379], [-3.90269, -3.26825, 2.30519], [-5.31178, -1.97664, 2.72459], [-6.45232, -2.19338, 3.48648], [-7.43014, -1.24184, 3.75513], [-7.35132, -0.07417, 3.07674], [-6.28897, 0.13042, 2.18785], [-5.21267, -0.74989, 2.09358], [-3.36731, -4.38853, 3.90774], [-2.66848, -5.58771, 3.72710], [-2.32519, -6.37817, 4.81099], [-2.74652, -6.02166, 6.09412], [-3.42094, -4.83320, 6.30509], [-3.59151, -3.95997, 5.19804], [-6.36207, -2.61429, 0.15158], [-7.12660, -3.94517, -0.78741], [-5.59985, -3.12899, -1.32575], [-3.98281, -6.74553, -0.36655], [-2.66038, -5.80655, 0.18489], [-3.60659, -5.26432, -1.32153], [-5.97436, -5.95100, 2.75643], [-5.90407, -6.99149, 1.35909], [-7.28480, -5.84292, 1.54969], [-6.63138, -3.23161, 3.77068], [-8.19614, -1.49023, 4.46253], [-8.08572, 0.70720, 3.15179], [-6.35465, 1.03226, 1.53834], [-4.43095, -0.54156, 1.33976], [-2.50714, -5.98253, 2.72068], [-1.67857, -7.22725, 4.70054], [-2.63500, -6.60931, 6.95075], [-3.86678, -4.55583, 7.25638], [-3.89991, -2.97816, 5.43453], [3.55329, 2.24052, -5.81297], [2.80825, 0.93730, -6.02371], [1.32291, 1.14951, -5.83359], [3.13783, 0.30291, -7.34981], [3.44549, -0.39020, -4.28284], [5.13369, 0.27783, -2.83067], [6.27373, 0.67721, -3.77129], [5.42345, -0.96171, -1.96019], [4.40079, 1.36423, -2.01623], [3.51918, -2.68305, -4.92476], [4.55718, -2.68991, -6.02856], [2.16218, -3.13109, -5.45898], [3.83458, -3.46352, -3.70783], [3.30833, 2.74701, -6.72878], [4.61977, 2.13591, -5.76446], [3.13330, 2.77315, -5.00344], [0.94959, 1.98354, -6.37129], [1.02836, 1.38310, -4.82453], [0.69413, 0.26867, -6.22281], [2.68143, 1.06184, -8.04419], [2.74105, -0.70580, -7.55543], [4.20820, 0.35526, -7.51030], [6.22596, 1.79852, -3.99431], [6.39809, 0.08084, -4.69012], [7.24140, 0.49170, -3.30253], [5.99161, -1.67627, -2.62906], [4.52771, -1.56550, -1.63798], [6.04320, -0.80600, -1.06684], [3.73117, 1.95559, -2.61667], [5.00770, 2.07459, -1.50082], [3.71688, 0.80350, -1.27404], [4.13415, -2.40139, -7.02606], [5.05940, -3.67199, -6.14080], [5.34830, -1.93001, -5.85225], [1.84241, -2.45371, -6.24673], [1.39058, -3.06870, -4.63543], [2.11249, -4.14804, -5.83858], [4.88287, -3.21413, -3.41090], [3.77327, -4.55991, -3.99322], [3.13535, -3.26800, -2.91052]],
  "lowdin_charge": [1.682, -0.380, -0.189, 0.008, -0.021, -0.021, -0.079, -0.645, 0.520, 0.124, 0.089, 0.111, 0.131, 0.134, -0.138, 0.124, -0.026, -0.192, -0.063, -0.733, 0.723, -0.102, 0.004, -0.268, -0.068, -0.008, -0.585, -0.171, -0.132, 0.097, 0.081, 0.071, 0.119, 0.113, 0.138, 0.144, 0.121, -0.271, 0.613, -0.311, -0.278, 0.777, -0.469, -0.126, -0.104, -0.124, -0.113, -0.191, -0.410, -0.151, -0.106, -0.122, -0.093, -0.139, -0.026, 0.037, -0.009, 0.012, 0.014, 0.002, 0.001, -0.003, 0.022, 0.099, 0.097, 0.092, 0.099, 0.046, 0.083, 0.088, 0.071, 0.094, 0.075, -0.126, -0.747, -0.161, -0.131, 1.521, -0.673, -0.157, -0.152, -0.158, -0.711, -0.154, -0.131, -0.161, 0.077, 0.061, 0.064, 0.063, 0.045, 0.110, 0.098, 0.067, 0.077, 0.096, 0.055, 0.063, 0.074, 0.071, 0.080, 0.026, 0.063, 0.094, 0.074, 0.082, 0.052, 0.050, 0.092, 0.081, 0.067, 0.109, 0.063]
}